# 1
Molecular formula: C43H41F2HfIN4O2Te
Method: DFT, ωB97M-V/def2-TZVPD

Geometry as XYZ:
```
95
Properties=species:S:1:pos:R:3:forces:R:3
Hf -0.0396 0.1806 -0.4540 -0.862 0.857 0.795
C -0.9701 4.5106 1.2822 0.070 -0.133 -0.019
C -1.7864 3.3546 1.7768 0.336 -0.214 -0.227
N -2.9035 3.6244 2.4096 0.104 0.273 -0.139
C -3.6030 2.6525 2.9918 -0.149 -0.404 0.240
C -3.1671 1.3488 3.0690 0.118 0.016 -0.175
C -3.8715 0.3422 3.9461 -0.005 0.353 0.227
O -4.0858 -0.9156 3.3415 -0.096 -0.312 -0.287
C -1.9957 1.0058 2.3524 -0.234 1.142 -0.406
C -1.3865 -0.2642 2.5592 0.885 -0.535 -0.074
N -0.4034 -0.7487 1.8637 -1.302 0.646 -0.780
C 0.1595 -1.9449 2.3100 0.558 -0.923 0.569
C -0.5929 -3.0064 2.8161 0.009 0.269 -0.158
C 0.0281 -4.1679 3.2293 0.139 -0.069 0.043
C 1.4064 -4.2964 3.1509 -0.006 -0.021 0.040
C 2.1729 -3.2533 2.6596 -0.018 0.030 0.059
C 1.5426 -2.0983 2.2511 0.150 0.679 -0.218
I 2.6060 -0.4431 1.4895 -0.060 -0.291 0.175
C -1.3244 2.0113 1.5964 -0.850 -0.257 1.178
O -0.2718 1.7349 0.8862 0.095 0.087 -0.152
H -0.8733 5.2432 2.0813 -0.007 0.014 0.032
H -1.4652 5.0081 0.4493 0.010 0.020 -0.086
H 0.0205 4.1746 0.9800 0.014 0.095 -0.097
H -4.5204 2.9680 3.4700 -0.125 -0.094 0.099
H -4.8209 0.7625 4.3012 0.174 0.057 0.020
H -3.2476 0.1428 4.8270 -0.169 0.004 -0.070
H -4.7002 -0.8049 2.6059 0.072 -0.017 0.020
H -1.7206 -0.8104 3.4396 0.142 -0.032 -0.019
H -1.6695 -2.9278 2.8540 -0.149 0.022 0.004
H -0.5671 -4.9786 3.6178 -0.087 -0.113 0.019
H 1.8908 -5.2024 3.4787 0.029 -0.127 0.020
H 3.2471 -3.3322 2.6051 0.092 -0.032 -0.034
F -4.5377 -3.3105 -0.1066 0.129 0.173 -0.122
C -3.9239 -2.3186 -0.7898 0.080 0.186 -0.096
C -2.8775 -1.6323 -0.1982 -0.012 0.217 0.233
C -2.2240 -0.5712 -0.8370 -0.256 -0.408 -0.576
C -2.7413 -0.1948 -2.1120 0.032 -0.253 0.215
C -3.7579 -0.9542 -2.7014 0.153 -0.130 0.137
F -4.2230 -0.6785 -3.9452 0.106 0.028 0.245
C -4.3548 -2.0267 -2.0684 0.040 0.002 0.111
C -2.3170 1.1155 -2.6356 -0.103 0.385 -0.373
C -2.7850 1.7039 -3.8176 0.118 -0.027 0.070
C -2.5879 3.0554 -4.0314 0.150 0.014 0.275
C -1.9201 3.8001 -3.0724 -0.030 -0.223 0.048
C -1.3650 3.1178 -2.0040 0.119 0.371 0.131
N -1.5316 1.8180 -1.7953 0.225 -0.818 -0.146
H -2.6188 -1.9194 0.8144 0.118 -0.126 -0.019
H -5.1383 -2.5888 -2.5517 -0.062 -0.014 -0.016
H -3.3055 1.1276 -4.5583 -0.107 -0.118 0.034
H -2.9713 3.5248 -4.9238 -0.049 0.029 -0.113
H -1.8025 4.8678 -3.1542 0.076 0.097 -0.023
H -0.7621 3.6370 -1.2725 0.089 -0.034 -0.064
C 0.9250 -1.0259 -4.0827 0.074 -0.032 0.032
N 2.3491 -0.9224 -3.8627 -0.062 -0.051 -0.041
C 3.1110 -1.6834 -4.8249 -0.021 0.035 0.049
C 2.7814 -1.1306 -2.4776 -0.079 0.261 0.097
C 2.0257 -2.1785 -1.6938 0.044 0.121 -0.151
C 2.5347 -3.4738 -1.6741 0.007 0.222 -0.067
C 1.8699 -4.4950 -1.0209 -0.138 -0.074 0.065
C 0.6518 -4.2218 -0.4301 -0.016 -0.100 0.008
C 0.1530 -2.9286 -0.4518 -0.284 0.092 -0.202
C 0.8186 -1.8383 -1.0386 0.283 -0.686 -0.096
H 0.7069 -0.7109 -5.1059 -0.063 0.043 0.045
H 0.3970 -0.3501 -3.3942 -0.025 -0.053 -0.134
H 0.5236 -2.0443 -3.9439 -0.038 0.111 0.064
H 2.7586 -1.4320 -5.8253 0.042 -0.055 -0.083
H 3.0324 -2.7734 -4.6898 -0.015 -0.054 -0.053
H 4.1575 -1.3879 -4.7496 0.075 -0.083 -0.055
H 2.6884 -0.1635 -1.9731 0.052 -0.180 0.103
H 3.8423 -1.3851 -2.5015 0.044 0.101 -0.006
H 3.4717 -3.6804 -2.1739 0.105 0.011 -0.042
H 2.2860 -5.4908 -0.9862 0.049 -0.112 -0.032
H 0.0899 -5.0066 0.0571 -0.047 -0.061 0.042
H -0.8243 -2.7823 -0.0081 0.113 -0.015 0.057
C 6.3887 2.4238 -5.7064 -0.029 0.021 0.033
C 5.3171 2.2636 -4.6688 -0.057 -0.064 -0.014
C 3.9773 2.3670 -4.9879 0.220 0.095 0.091
C 2.9882 2.3391 -4.0107 -0.326 0.052 0.009
C 1.5754 2.5016 -4.4886 -0.053 0.041 0.119
C 3.3337 2.1678 -2.6716 -0.389 -0.096 0.255
Te 1.8644 2.3092 -1.0639 0.771 0.312 -0.623
C 4.6828 1.9888 -2.3442 0.052 -0.106 0.214
C 5.1469 1.7593 -0.9360 0.011 -0.014 0.098
C 5.6467 2.0483 -3.3392 -0.010 0.063 -0.079
H 5.9721 2.3696 -6.7096 0.024 -0.044 -0.082
H 7.1602 1.6628 -5.5977 0.049 -0.029 -0.051
H 6.8657 3.3991 -5.5965 0.065 0.012 -0.036
H 3.6906 2.5059 -6.0216 -0.078 0.036 -0.121
H 1.5181 3.3205 -5.2040 -0.070 0.052 -0.079
H 0.8938 2.7108 -3.6653 -0.036 -0.035 -0.060
H 1.2540 1.5905 -4.9910 -0.102 -0.071 -0.018
H 4.5443 1.0073 -0.4227 0.013 0.029 -0.068
H 5.0748 2.6815 -0.3607 -0.034 0.033 0.149
H 6.1841 1.4321 -0.9284 0.088 -0.007 0.019
H 6.6909 1.9550 -3.0716 0.103 -0.064 0.094
```
Positions in Å, forces in eV/Å.

Its strongest force on any atom is 1.7 eV/Å. Its net charge is 0. The value obtained for the energy above the lowest of the compared OMol25 structures with the same formula, charge and spin is 0.0 kJ/mol. As for the frontier orbital gap: 6.41 eV.


# 2
Molecular formula: C43H41N5O4SSeW
Method: DFT, ωB97M-V/def2-TZVPD

Geometry as XYZ:
```
96
Properties=species:S:1:pos:R:3:forces:R:3
W -0.2985 0.0100 -0.1263 -0.783 0.005 -0.534
C -0.3796 3.2932 0.4389 0.063 0.038 -0.002
N -0.2954 1.9501 0.9882 -0.059 -0.008 -0.074
C -0.2410 1.8353 2.2756 0.124 0.029 0.051
C -0.3918 0.5610 2.8557 0.043 0.036 -0.005
C -0.3155 0.0414 4.1486 -0.115 0.040 0.053
C -0.6431 -1.3120 4.0308 -0.019 -0.013 -0.055
C -0.9002 -1.5465 2.6732 -0.117 -0.029 0.042
N -0.7457 -0.4218 1.9680 0.428 -0.037 -0.298
C 0.8570 3.7567 -0.2894 0.030 0.035 0.060
C 0.7423 4.7180 -1.2875 0.005 0.040 0.031
C 1.8697 5.2308 -1.9100 -0.030 0.007 0.000
C 3.1295 4.7737 -1.5492 0.025 -0.010 -0.009
C 3.2489 3.8004 -0.5675 -0.014 0.009 -0.019
C 2.1198 3.2987 0.0654 -0.006 -0.002 -0.025
H -0.5698 3.9886 1.2658 -0.032 0.011 -0.033
H -1.2390 3.3430 -0.2304 0.032 -0.057 -0.019
H -0.1102 2.7212 2.8964 -0.058 -0.004 0.004
H -0.0813 0.5876 5.0496 -0.015 0.004 -0.004
H -0.7212 -2.0363 4.8263 -0.001 -0.006 -0.008
H -1.1965 -2.4648 2.1895 0.018 -0.005 0.006
H -0.2447 5.0488 -1.5911 0.001 0.016 -0.004
H 1.7638 5.9715 -2.6932 -0.001 0.003 0.002
H 4.0121 5.1608 -2.0434 -0.004 0.000 -0.003
H 4.2277 3.4226 -0.2968 0.003 0.002 0.005
H 2.2123 2.5126 0.8027 0.018 0.075 0.001
O 0.9746 -0.5412 -1.7583 -0.041 0.057 0.203
N 0.6648 -1.5123 -2.6242 -0.091 -0.018 -0.019
C 1.5562 -1.7464 -3.6087 0.006 0.027 0.021
C 1.3005 -2.6758 -4.5757 0.055 -0.001 -0.018
C 0.0892 -3.3768 -4.5302 -0.053 0.006 0.025
C -0.7995 -3.1262 -3.5195 0.045 -0.044 -0.071
C -0.5118 -2.1705 -2.5287 -0.055 0.154 0.149
S -1.5337 -1.8030 -1.2174 0.020 -0.236 0.039
H 2.4436 -1.1347 -3.5530 -0.019 0.000 -0.012
H 2.0237 -2.8350 -5.3615 0.003 0.004 0.005
H -0.1503 -4.1041 -5.2949 0.007 -0.002 0.000
H -1.7476 -3.6407 -3.4520 -0.002 0.001 0.003
C 1.1208 -0.1387 -7.8451 -0.001 -0.005 -0.008
C 0.4932 0.2416 -6.5332 -0.013 -0.006 0.013
C 1.2053 0.9338 -5.5614 -0.022 0.021 0.011
C 0.6814 1.2498 -4.3162 0.064 -0.010 -0.015
C 1.5693 2.0029 -3.3611 0.030 0.020 -0.010
C -0.6573 0.8732 -4.0016 -0.061 0.087 0.083
C -1.3069 1.1121 -2.7595 -0.086 -0.128 0.052
O -0.7257 1.4525 -1.6268 0.143 0.161 0.043
C -1.4023 0.1785 -5.0110 -0.040 0.014 -0.023
C -2.8153 -0.2709 -4.7498 0.031 0.000 -0.013
C -0.8182 -0.1245 -6.2234 -0.003 0.005 -0.015
H 1.9153 0.5576 -8.1187 0.006 -0.001 -0.003
H 0.3853 -0.1455 -8.6517 -0.001 0.002 -0.005
H 1.5644 -1.1394 -7.8040 0.001 -0.006 -0.003
H 2.2237 1.2495 -5.7785 0.003 -0.001 -0.004
H 2.0703 2.8231 -3.8807 0.022 -0.013 -0.014
H 2.3396 1.3460 -2.9478 -0.003 0.005 0.020
H 1.0166 2.3973 -2.5183 0.020 -0.006 -0.039
H -2.3818 0.9447 -2.7109 0.066 -0.078 -0.005
H -2.8728 -0.8957 -3.8545 -0.023 -0.016 0.004
H -3.1947 -0.8393 -5.6001 0.009 -0.007 0.006
H -3.4890 0.5737 -4.5828 0.001 0.019 0.000
H -1.4029 -0.6739 -6.9569 0.005 0.004 -0.006
Se -2.9641 0.7547 0.0269 0.282 -0.009 0.118
C -3.7033 -0.4991 1.1474 0.036 -0.009 0.072
N -4.1726 -1.2838 1.8546 -0.041 -0.018 -0.036
C 2.7938 -5.6607 6.2552 -0.005 -0.007 -0.014
C 2.6694 -5.7444 4.7564 0.006 -0.003 0.005
C 2.5953 -6.9886 4.1399 0.005 -0.002 0.010
C 2.4610 -7.0990 2.7652 -0.006 -0.008 -0.004
C 2.4308 -5.9537 1.9895 0.012 -0.006 -0.010
C 2.5134 -4.7026 2.5889 -0.034 0.018 0.029
N 2.4751 -3.5499 1.7648 0.009 -0.049 -0.005
C 3.5090 -2.6585 1.6619 -0.087 0.053 -0.058
C 4.7969 -2.9938 2.1094 0.037 -0.044 0.036
C 5.8438 -2.1043 1.9884 -0.015 0.013 -0.005
C 5.6576 -0.8466 1.4206 0.054 0.009 -0.003
C 4.3943 -0.5000 0.9864 -0.043 0.024 0.006
C 3.3173 -1.3776 1.0977 0.186 -0.089 0.064
C 1.9952 -0.9018 0.6679 0.046 -0.211 0.148
O 1.7836 0.3225 0.4608 -0.044 0.134 0.042
O 1.0089 -1.6857 0.5067 0.038 -0.041 0.048
C 2.6062 -4.5800 3.9814 -0.019 0.027 -0.025
C 2.6206 -3.2212 4.6260 0.035 -0.021 -0.011
H 2.9649 -6.6485 6.6820 -0.004 -0.001 0.001
H 1.8859 -5.2532 6.7059 0.004 0.006 0.007
H 3.6194 -5.0120 6.5527 0.003 0.000 0.006
H 2.6366 -7.8830 4.7511 0.001 -0.001 0.001
H 2.3942 -8.0745 2.3005 -0.001 0.002 -0.005
H 2.3524 -6.0068 0.9113 -0.001 0.000 -0.004
H 1.6011 -3.2696 1.3363 -0.012 0.007 0.019
H 4.9640 -3.9717 2.5422 -0.013 -0.004 0.000
H 6.8261 -2.4006 2.3370 0.004 0.005 0.002
H 6.4857 -0.1575 1.3242 -0.013 0.011 -0.006
H 4.1966 0.4701 0.5485 0.029 0.011 0.002
H 3.6439 -2.8605 4.7678 -0.001 0.006 0.007
H 2.1387 -3.2454 5.6022 -0.006 0.005 0.002
H 2.0956 -2.4911 4.0122 -0.006 0.003 0.003
```
Positions in Å, forces in eV/Å.

Its strongest force on any atom is 0.9 eV/Å. The multiplicity is 2. Its net charge is -1. The value obtained for the energy above the lowest of the compared OMol25 structures with the same formula, charge and spin is 0.0 kJ/mol. As for the frontier orbital gap (spin up / spin down): 5.43 / 6.10 eV.


Which of these has the lowest net charge? C43H41N5O4SSeW


Among the records above, which one has the highest net charge? C43H41F2HfIN4O2Te


Look up the strongest force on any atom of the second one. 0.9 eV/Å